one) Below is an isolated molecule of CH3ClO3S, with properties calculated with the ωB97M-V functional and the def2-TZVPD basis.

Its LUMO energy is -0.1 eV. The value obtained for the gap between HOMO and LUMO is 10.98 eV.

Geometry as XYZ:
```
9
CH3ClO3S, DFT the ωB97M-V functional and the def2-TZVPD basis
C -0.10 0.20 -0.17
O -1.26 0.52 -0.85
S -2.54 0.40 0.10
O -2.20 0.70 1.46
O -3.87 1.15 -0.62
Cl -2.97 -1.54 0.07
H -0.41 -0.60 0.64
H 0.20 1.15 0.38
H 0.67 -0.09 -1.03
```


two) Below is an isolated molecule of CH3ClO3S, with properties calculated with the ωB97M-V functional and the def2-TZVPD basis.

Its LUMO energy is -0.1 eV. The value obtained for the gap between HOMO and LUMO is 11.54 eV.

Geometry as XYZ:
```
9
CH3ClO3S, DFT the ωB97M-V functional and the def2-TZVPD basis
C 0.33 -0.13 -1.25
O 0.48 0.67 -0.15
S -0.17 0.17 1.28
O 0.00 -1.27 1.40
O 0.38 1.11 2.42
Cl -2.07 0.47 0.93
H 0.07 -1.14 -1.03
H 1.30 -0.12 -1.60
H -0.33 0.24 -1.99
```


It turns out two) is the most stable, with the second structure 97.3 kJ/mol higher.


one) Below is a 2-piece molecular cluster, CHIOS2 overall, with properties calculated with the ωB97M-V functional and the def2-TZVPD basis.

Its LUMO energy is -0.3 eV. The value obtained for the gap between HOMO and LUMO is 9.48 eV.

Geometry as XYZ:
```
6
CHIOS2, DFT the ωB97M-V functional and the def2-TZVPD basis
C 0.23 -0.49 -0.04
O -1.41 1.62 -0.10
S 1.26 0.76 0.69
S -0.81 0.66 0.84
I 0.59 -2.53 0.03
H 0.14 -0.01 -1.41
```


two) Below is CHIOS2 as an isolated structure, with properties calculated with the ωB97M-V functional and the def2-TZVPD basis.

Its LUMO energy is -1.0 eV. The value obtained for the gap between HOMO and LUMO is 7.49 eV.

Geometry as XYZ:
```
6
CHIOS2, DFT the ωB97M-V functional and the def2-TZVPD basis
C 0.36 0.14 -0.06
O -0.80 -0.08 -0.66
S 1.55 -0.92 -0.79
S 0.74 -1.13 1.11
I -2.41 0.73 0.10
H 0.56 1.26 0.31
```


It turns out two) is the most stable, with the second structure 46.4 kJ/mol higher.


one) Below is a 2-piece molecular cluster, C3H4FN3S overall, with properties calculated with the ωB97M-V functional and the def2-TZVPD basis.

Its LUMO energy is -0.9 eV. The value obtained for the gap between HOMO and LUMO is 6.63 eV.

Geometry as XYZ:
```
12
C3H4FN3S, DFT the ωB97M-V functional and the def2-TZVPD basis
F 1.15 -2.08 0.25
C 1.57 -0.86 0.00
N 2.66 -0.39 0.10
S 3.69 0.68 -0.08
N -2.23 -1.11 -0.33
C -1.46 -0.13 0.15
C -0.42 0.51 -0.07
N 0.37 1.63 0.30
H -2.86 -0.81 -1.03
H -2.54 -1.78 0.34
H 0.40 2.26 -0.53
H -0.32 2.08 0.90
```


two) Below is C3H4FN3S as an isolated structure, with properties calculated with the ωB97M-V functional and the def2-TZVPD basis.

Its LUMO energy is 0.1 eV. The value obtained for the gap between HOMO and LUMO is 9.90 eV.

Geometry as XYZ:
```
12
C3H4FN3S, DFT the ωB97M-V functional and the def2-TZVPD basis
C -0.41 1.25 -0.93
C -0.13 0.06 -0.29
C 0.11 -1.31 -0.90
H -0.55 0.04 3.18
H -1.23 1.32 -1.98
H -0.84 -2.28 -0.91
H 0.50 -1.11 -2.12
N 0.33 0.45 1.02
N 0.46 1.76 1.06
N -0.13 2.20 -0.06
F 1.34 -1.83 -0.40
S 0.55 -0.54 2.33
```


three) Below is C3H4FN3S as an isolated structure, with properties calculated with the ωB97M-V functional and the def2-TZVPD basis.

Its LUMO energy is 0.5 eV. The value obtained for the gap between HOMO and LUMO is 8.55 eV.

Geometry as XYZ:
```
12
C3H4FN3S, DFT the ωB97M-V functional and the def2-TZVPD basis
C 0.63 0.27 1.19
C 0.94 0.55 2.54
C -0.37 -0.68 1.17
N 0.30 -0.07 3.48
N 1.30 0.81 0.10
N -0.94 -1.31 0.09
F 1.87 1.46 2.86
S -0.79 -1.09 2.81
H 1.78 1.67 0.32
H 0.75 0.89 -0.74
H -0.93 -0.79 -0.77
H -1.82 -1.78 0.28
```


It turns out three) is the most stable, with the second structure 477.4 kJ/mol higher.


one) Below is an isolated ion of composition C4H10N3S and charge +1, with properties calculated with the ωB97M-V functional and the def2-TZVPD basis.

Its LUMO energy is -3.2 eV. As for the charge: +1. The value obtained for the gap between HOMO and LUMO is 10.37 eV.

Geometry as XYZ:
```
18
C4H10N3S, DFT the ωB97M-V functional and the def2-TZVPD basis
C -1.16 -0.31 -1.44
N -0.64 -0.36 -0.04
C -1.53 0.22 0.96
C -0.85 1.50 1.23
N 0.29 1.68 0.74
C 0.69 0.41 0.11
S 1.74 -0.71 0.98
N 3.01 -0.80 -0.16
H -0.38 -0.56 -2.16
H -1.90 -1.15 -1.59
H -1.64 0.69 -1.53
H -0.24 -1.33 0.22
H -1.85 -0.53 1.69
H -2.40 0.38 0.48
H -1.30 2.19 1.82
H 1.09 0.57 -0.87
H 3.80 -0.17 0.06
H 3.27 -1.73 -0.52
```


two) Below is a 2-piece molecular cluster, C4H10N3S overall, with properties calculated with the ωB97M-V functional and the def2-TZVPD basis.

Its LUMO energy is -2.7 eV. As for the charge: +1. The value obtained for the gap between HOMO and LUMO is 10.38 eV.

Geometry as XYZ:
```
18
C4H10N3S, DFT the ωB97M-V functional and the def2-TZVPD basis
C 0.90 0.04 1.00
C 0.22 -0.90 1.69
C -0.39 -0.89 -0.42
C -1.63 -2.58 0.97
N 0.41 0.12 -0.25
N 0.95 2.37 -1.84
N -0.59 -1.56 0.75
S 2.12 2.84 -0.59
H 1.71 0.73 1.42
H 0.21 -1.22 2.74
H 2.80 3.91 -1.07
H -0.81 -1.07 -1.40
H -1.31 -3.62 1.36
H -2.17 -2.17 1.71
H -2.12 -2.63 -0.01
H 0.60 3.20 -2.34
H 0.74 0.91 -0.92
H 1.52 1.87 -2.51
```


It turns out two) is the most stable, with the second structure 103.7 kJ/mol higher.


one) Below is an isolated ion of composition C11H15N2O and charge +1, with properties calculated with the ωB97M-V functional and the def2-TZVPD basis.

Its LUMO energy (spin up / spin down) is -3.3 / -7.2 eV. As for the spin multiplicity: 3. As for the charge: +1. Its expectation value of S² is 2.04. The value obtained for the gap between HOMO and LUMO (spin up / spin down) is 6.27 / 6.56 eV.

Geometry as XYZ:
```
29
C11H15N2O, DFT the ωB97M-V functional and the def2-TZVPD basis
C -3.07 1.05 0.09
C -2.05 2.03 0.07
C -2.72 -0.31 0.22
C -0.72 1.70 0.08
C -1.39 -0.66 0.13
C -0.37 0.31 0.00
C -0.72 -1.98 -0.03
C 0.98 -0.24 2.44
C 0.97 -0.21 -2.56
C 1.75 0.12 1.17
C 1.75 0.05 -1.30
N 0.62 -1.71 0.03
N 0.94 -0.29 -0.02
O -1.22 -3.04 -0.18
H -4.07 1.20 0.29
H -2.29 3.02 0.05
H -3.61 -0.95 0.31
H 0.02 2.38 0.10
H 0.07 0.47 2.47
H 0.66 -1.36 2.39
H 1.52 0.24 3.28
H 0.59 -1.32 -2.48
H 0.23 0.49 -2.91
H 1.65 -0.03 -3.46
H 2.71 -0.48 1.28
H 1.68 1.23 1.18
H 2.13 1.15 -1.10
H 2.69 -0.60 -1.12
H 1.26 -2.25 -0.41
```


two) Below is an isolated ion of composition C11H15N2O and charge +1, with properties calculated with the ωB97M-V functional and the def2-TZVPD basis.

Its LUMO energy (spin up / spin down) is -2.8 / -6.5 eV. As for the spin multiplicity: 3. As for the charge: +1. Its expectation value of S² is 2.01. The value obtained for the gap between HOMO and LUMO (spin up / spin down) is 5.68 / 6.66 eV.

Geometry as XYZ:
```
29
C11H15N2O, DFT the ωB97M-V functional and the def2-TZVPD basis
C 2.77 -2.10 1.32
C 1.49 -2.60 1.28
C 3.01 -0.77 1.09
C 0.41 -1.76 0.92
C 2.00 0.09 0.79
C 0.75 -0.49 0.65
C -1.59 0.46 1.21
C 0.29 1.73 -1.57
C -0.36 0.42 -2.30
C -1.99 1.95 1.08
C -0.40 0.39 0.23
N -0.19 1.69 -0.19
N -0.93 -0.43 -1.23
O -1.57 2.24 -0.24
H 3.71 -2.75 1.59
H 1.35 -3.69 1.39
H 3.98 -0.37 1.21
H -0.65 -2.25 0.80
H 2.12 1.17 0.82
H -1.24 0.19 2.25
H -2.50 -0.20 1.04
H 1.34 1.83 -1.70
H -0.21 2.78 -1.92
H -1.19 0.72 -3.01
H 0.43 -0.18 -2.86
H -3.01 2.34 1.06
H -1.35 2.53 1.69
H -1.98 -0.45 -1.36
H -0.55 -1.42 -1.20
```


It turns out one) is the most stable, with the second structure 79.7 kJ/mol higher.


one) Below is an isolated ion of composition C6H6N and charge +1, with properties calculated with the ωB97M-V functional and the def2-TZVPD basis.

Its LUMO energy (spin up / spin down) is -4.9 / -7.7 eV. As for the spin multiplicity: 3. As for the charge: +1. Its expectation value of S² is 2.04. The value obtained for the gap between HOMO and LUMO (spin up / spin down) is 7.44 / 7.64 eV.

Geometry as XYZ:
```
13
C6H6N, DFT the ωB97M-V functional and the def2-TZVPD basis
C 0.15 0.97 -3.32
C 0.57 0.67 -2.04
C -0.63 -1.00 0.50
C 0.12 -0.17 1.63
C 0.88 0.78 -0.69
C 0.51 -0.36 -3.50
N 0.27 0.05 0.20
H -0.38 1.81 -3.77
H -0.36 -1.95 0.20
H -1.61 -0.75 0.49
H -0.50 0.56 2.25
H 0.87 -0.65 2.10
H 1.74 1.48 -0.52
```


two) Below is an isolated ion of composition C6H6N and charge +1, with properties calculated with the ωB97M-V functional and the def2-TZVPD basis.

Its LUMO energy (spin up / spin down) is -4.4 / -5.8 eV. As for the spin multiplicity: 3. As for the charge: +1. Its expectation value of S² is 2.06. The value obtained for the gap between HOMO and LUMO (spin up / spin down) is 8.05 / 9.35 eV.

Geometry as XYZ:
```
13
C6H6N, DFT the ωB97M-V functional and the def2-TZVPD basis
C 2.30 -0.16 0.07
C 1.82 1.10 -0.09
C -0.68 -0.05 -0.07
C -1.67 0.81 0.02
C 1.50 -1.34 0.11
C 1.01 2.00 0.03
N 0.05 -1.04 -0.26
H -2.38 0.63 0.81
H -1.60 1.78 -0.62
H 1.81 -2.21 -0.51
H 1.71 -1.56 1.14
H 0.70 3.06 0.08
H -0.14 -1.75 -1.01
```


It turns out two) is the most stable, with the second structure 146.0 kJ/mol higher.